Version P
ORCA calculation (ωB97M-V with the def2-TZVPD basis set) on a cluster of 2 separate species, C8H9N2OP in total.

The charge is 0. As for the HOMO-LUMO gap: 8.2703 eV.

Geometry (Å):
H -0.366 4.274 -0.752
H -1.735 -2.760 1.088
H 0.925 1.015 -2.430
C 2.080 -0.780 -1.762
H 2.852 -1.391 1.285
C -2.578 -2.206 1.521
C 2.219 -0.957 0.553
O -3.053 0.794 -0.700
H -2.559 -2.162 2.706
H -3.570 -2.815 1.282
C 1.548 0.268 0.729
C 0.571 2.322 -0.280
N 2.486 -1.378 -0.684
N -2.989 -0.075 0.130
C 1.094 0.958 -0.401
P -0.233 3.156 -1.523
C -2.667 -0.848 0.945
H 1.553 0.665 1.833
H 2.452 -1.155 -2.686
H 0.653 2.672 0.820
C 1.315 0.404 -1.676

Version Q
ORCA calculation (ωB97M-V with the def2-TZVPD basis set) on an isolated molecule of C8H9N2OP.

The charge is 0. As for the HOMO-LUMO gap: 8.1418 eV.

Geometry (Å):
C 1.788 -1.231 0.748
O -1.225 2.053 0.447
H -0.504 -2.297 -0.065
N -2.131 1.113 0.254
H 0.432 2.844 -0.392
C -2.114 -0.063 -0.153
H -0.067 -0.300 1.502
C 0.042 1.986 -0.038
C -3.370 -0.878 -0.220
H 2.670 2.131 -0.796
C 2.283 1.133 -0.472
H -3.090 -1.944 -0.293
H -3.989 -0.699 0.560
N 2.892 -1.099 0.151
H 1.801 -2.245 1.176
P -0.476 -0.948 -0.725
H 4.065 0.121 -1.008
C 3.166 0.140 -0.408
C 1.010 1.086 0.112
H -3.815 -0.635 -1.077
C 0.633 -0.270 0.697

Short version: version P, version Q, most stable first.

Version P
ORCA calculation (ωB97M-V with the def2-TZVPD basis set) on an isolated molecule of C3H6N4S.

The charge is 0. As for the HOMO-LUMO gap: 7.6793 eV.

Geometry (Å):
H 0.979 0.410 -2.304
H 1.237 -1.617 -1.259
H -0.819 2.346 -0.240
C -0.204 -0.427 1.431
H -0.204 -0.243 2.524
H -1.281 1.984 1.404
C -0.228 0.626 0.525
S 0.895 -2.986 1.579
N 0.482 -1.275 -0.477
N -0.083 0.584 -1.850
N -0.657 1.928 0.671
C 0.492 -1.515 0.892
H -0.906 0.103 -2.330
N 0.298 0.081 -0.567

Version Q
ORCA calculation (ωB97M-V with the def2-TZVPD basis set) on an isolated molecule of C3H6N4S.

The charge is 0. As for the HOMO-LUMO gap: 8.7672 eV.

Geometry (Å):
C 0.983 1.544 0.072
H 1.774 -1.736 -1.402
C -1.086 0.749 0.443
H -1.444 1.720 0.490
N 0.594 -1.680 0.685
C 0.693 -0.769 -0.345
N 0.118 0.496 0.028
H 0.698 2.202 1.045
H -0.435 -1.662 1.051
N 1.944 1.909 -0.668
N 1.363 -0.825 -1.450
H 2.168 1.206 -1.468
S -2.225 -0.474 0.531
H 1.161 -2.588 0.602

Version R
ORCA calculation (ωB97M-V with the def2-TZVPD basis set) on a structure of composition C3H6N4S.

The charge is 0. As for the HOMO-LUMO gap: 8.9589 eV.

Geometry (Å):
H 1.234 -2.969 1.944
C 1.713 -2.700 0.707
H 0.330 -1.144 -2.121
N -0.345 1.689 -0.841
N 1.496 -1.704 -0.187
H -0.701 1.904 -1.710
C -0.129 0.092 -0.862
H -1.964 2.301 2.162
N -1.283 1.630 1.564
C -1.274 2.160 0.351
H 2.226 -3.555 0.311
N -0.432 -0.491 -1.998
H -1.666 3.262 0.010
S 0.794 -0.473 0.671

Short version: version Q, version P, version R, most stable first.